1.
The following is a DFT calculation (the ωB97M-V functional and the def2-TZVPD basis) of a 2-piece molecular cluster, C4H14NOS2 overall in a non-equilibrium geometry.

Each line ends with the Löwdin charge.
Atoms and positions in Å:
N -1.51 0.19 -2.38  0.217
C -0.01 0.00 -2.13  -0.198
C 0.31 -1.33 -1.53  -0.483
S -0.34 -1.82 0.15  0.432
S -0.45 -0.58 1.39  0.403
C 1.10 -0.03 2.32  -0.455
C 1.20 -0.86 3.66  -0.139
H -1.82 1.14 -2.30  0.119
H -1.88 -0.28 -3.17  0.165
H -1.82 -0.11 -1.50  0.103
H 0.23 0.85 -1.29  0.156
H 0.51 0.34 -3.02  0.132
H 1.48 -1.52 -1.61  0.142
H 0.03 -2.21 -1.98  0.021
H 1.85 -0.17 1.58  0.057
H 0.84 0.93 2.57  0.024
H 0.23 -0.73 4.27  0.099
H 2.10 -0.54 4.24  0.082
H 1.36 -1.87 3.28  0.058
H -0.69 3.52 -0.77  0.039
H -1.65 2.29 -0.60  0.045
O -1.07 2.78 -1.18  -0.018

Charge: +1
ΔE to the lowest compared entry with this formula, charge and spin (kJ/mol): 287.1

---

2.
The following is a DFT calculation (the ωB97M-V functional and the def2-TZVPD basis) of a 2-piece molecular cluster, C4H14NS2 overall.

Each line ends with the Löwdin charge.
Atoms and positions in Å:
C -0.08 1.45 0.22  -0.231
C -0.93 2.68 -0.06  -0.574
S -0.16 3.73 -1.32  0.771
N -0.75 0.55 1.24  0.162
H 0.88 1.73 0.64  0.129
H 0.07 0.86 -0.68  0.113
H -1.01 3.29 0.83  0.078
H -1.93 2.40 -0.37  0.083
H -0.48 2.95 -2.36  -0.125
H -0.20 -0.31 1.43  0.030
H -1.66 0.23 0.90  0.166
H -0.91 1.03 2.12  0.167
C 0.34 -2.27 -1.29  -0.175
C 1.25 -2.23 -0.08  -0.580
S 0.25 -2.53 1.43  0.748
H -0.46 -1.54 -1.23  0.048
H -0.13 -3.26 -1.39  0.084
H 0.91 -2.07 -2.20  0.085
H 2.00 -3.00 -0.14  0.072
H 1.76 -1.27 0.01  0.062
H 1.25 -2.41 2.31  -0.111

Charge: +1
ΔE to the lowest compared entry with this formula, charge and spin (kJ/mol): 45.8

---

3.
The following is a DFT calculation (the ωB97M-V functional and the def2-TZVPD basis) of an isolated ion of composition C4H14NSi and charge +1 in a non-equilibrium geometry.

Each line ends with the Löwdin charge.
Atoms and positions in Å:
C 1.96 0.35 -0.42  -0.022
C 0.74 -1.43 0.81  -0.101
C 0.65 -0.51 -0.33  -0.472
C -0.61 0.32 -0.52  -0.453
N -0.56 1.67 0.32  0.132
Si -2.25 -0.55 -0.16  0.748
H 2.60 -0.12 0.18  0.027
H 1.82 1.42 -0.19  0.065
H 2.34 0.36 -1.49  0.118
H 0.51 -0.98 1.72  0.062
H 0.04 -2.27 0.67  0.086
H 1.70 -1.94 0.86  0.104
H 0.57 -1.11 -1.26  0.144
H -0.54 0.74 -1.64  0.169
H -0.21 1.46 1.32  0.195
H 0.06 2.43 -0.18  0.194
H -1.47 2.09 0.34  0.110
H -3.20 0.59 -0.50  -0.030
H -2.06 -0.84 1.37  -0.005
H -2.07 -1.67 -0.90  -0.072

Charge: +1
ΔE to the lowest compared entry with this formula, charge and spin (kJ/mol): 214.3
Structure (SMILES): CC(C)[C@H]([NH3+])[SiH3]

---

| no. | HOMO (Ha) | LUMO (eV) | energy (eV) |
| --- | --- | --- | --- |
| 1 | -0.4405 | -3.3 | -29574.39612 |
| 2 | -0.4764 | -3.4 | -27529.23900 |
| 3 | -0.5484 | -3.7 | -13734.38356 |